# C30H27GeN2O3RuS2

A structure of composition C30H27GeN2O3RuS2 at a distorted geometry (ωB97M-V with the def2-TZVPD basis set, the Open Molecules 2025 dataset).

The geometry in XYZ format:
```
66
Properties=species:S:1:pos:R:3:mulliken_spin:R:1
Ru 1.1272 -0.7726 0.4838 2.912
Ge 0.5668 0.4604 -1.4917 -0.039
S -0.3627 -3.8363 0.0125 0.058
S -1.8503 -3.6437 2.5839 0.043
O 0.5582 0.6226 2.2348 0.050
O -2.7859 -0.6614 4.4889 0.184
O 2.8655 -1.6402 1.4150 0.195
N -1.0553 -0.9590 2.5089 0.140
N -0.5598 -1.6061 1.4539 0.026
C 0.9823 2.4127 -1.5978 0.058
C 4.2656 0.2469 0.7696 0.073
C 0.4665 4.6161 -0.7968 -0.008
C 1.5740 -0.5301 -2.9183 0.060
C 1.8953 4.3274 -2.7103 -0.002
C -3.5773 0.9613 -2.4712 -0.001
C 1.7778 2.9509 -2.5999 0.024
C -0.9746 0.8825 4.0320 0.161
C -2.5225 1.1659 5.9010 0.079
C -0.3320 2.0520 4.4411 -0.054
C 3.0780 -0.6127 0.8314 0.109
C -0.8267 -5.4293 0.7984 0.004
C 1.6866 -1.8955 -4.8852 0.003
C -4.0463 -0.3410 -2.3993 0.023
C -0.7580 2.7526 5.5533 0.241
C -0.9010 -2.8688 1.3532 0.034
C 2.9617 -0.4176 -2.9232 0.048
C -2.0979 0.4226 4.7796 0.239
C 3.7071 -1.0232 -3.9189 -0.013
C -1.8602 2.3013 6.2886 0.009
C -0.4443 0.1805 2.8550 0.038
C -2.2641 1.2551 -2.1413 0.016
C -3.1908 -1.3691 -2.0293 -0.005
C -1.8781 -1.0816 -1.7091 0.003
C -1.4024 0.2242 -1.7874 0.105
C 0.9357 -1.2933 -3.8874 0.042
C -2.0512 -5.2058 1.6543 0.000
C 3.0671 -1.7724 -4.8933 0.050
C 0.3474 3.2418 -0.6783 0.003
C 1.2471 5.1562 -1.8072 0.022
H -0.2436 3.6529 5.8500 0.001
H 3.4539 0.1720 -2.1589 0.008
H -2.1898 2.8536 7.1555 0.003
H -5.0804 -0.5571 -2.6209 0.001
H -2.4229 -1.1100 3.6952 -0.019
H -3.3901 0.8051 6.4271 0.000
H 1.3557 6.2289 -1.8873 0.001
H -0.0431 5.2629 -0.0973 0.000
H 4.2090 0.9089 1.6401 0.001
H 0.5095 2.3995 3.8596 0.005
H 4.2924 0.8827 -0.1109 -0.010
H 5.1854 -0.3382 0.8404 0.002
H -3.5481 -2.3877 -1.9899 0.001
H 3.6485 -2.2666 -5.6590 0.001
H 2.2769 2.3089 -3.3122 0.006
H -1.1894 -1.8747 -1.4253 0.047
H -1.9035 2.2729 -2.1972 0.004
H 1.1878 -2.4621 -5.6581 0.000
H -4.2373 1.7546 -2.7875 0.001
H -2.9658 -5.1203 1.0641 0.002
H -2.1713 -6.0036 2.3900 0.002
H -0.1416 -1.3918 -3.8915 0.009
H 0.0281 -5.7579 1.3896 0.002
H 2.4920 4.7515 -3.5040 0.001
H 4.7814 -0.9138 -3.9289 0.000
H -0.2413 2.8056 0.1211 0.003
H -1.0208 -6.1492 0.0029 0.000
```

As for the spin multiplicity: 6. For the HOMO energy (alpha / beta), the calculation gives -13.5 / -13.7 eV. Its HOMO-LUMO gap (alpha / beta) is 7.7 / 4.7 eV. The largest force on an atom comes out at 0.078 Eh/bohr. The expectation value of S² is 8.81. As for the total charge: +2. The total energy comes out at -121419.986 eV.



# C30H27IrN7O3

A structure of composition C30H27IrN7O3 (ωB97M-V with the def2-TZVPD basis set, the Open Molecules 2025 dataset).

The geometry in XYZ format:
```
68
Properties=species:S:1:pos:R:3:mulliken_spin:R:1
Ir -0.4195 1.2509 0.3644 1.608
O -0.7969 -0.4779 1.3840 0.237
O 6.7266 -9.1597 -0.9359 0.123
O -0.7431 2.2243 -1.6301 0.083
N -3.3866 -0.1294 3.7344 -0.001
N 1.2045 0.1106 -0.2583 0.047
N 3.9609 -4.5412 -0.2405 0.674
N -2.4004 -2.2536 4.1400 0.000
N -2.0968 2.1729 1.1261 0.008
N 2.9827 -4.3158 0.5599 0.687
N -0.3007 4.0482 -2.8424 -0.003
C 3.2214 -1.7050 -0.8424 -0.023
C -2.3552 -0.5771 5.8293 0.000
C 2.2034 -2.0723 0.0417 0.022
C -3.3755 2.7385 3.0689 0.008
C 2.0907 -3.3725 0.6959 0.173
C 2.1716 0.4250 -1.1034 -0.044
C 0.9817 -3.6157 1.5666 0.173
C -3.0677 2.6744 0.3403 0.001
C 5.6356 -5.7278 -1.4263 0.139
C 6.0914 -8.0117 -0.8285 0.237
C -3.0071 0.2824 4.9522 0.001
C 3.2023 -0.4558 -1.4216 0.077
C -2.2492 2.2090 2.4525 0.005
C 5.0729 -7.9685 0.1592 -0.003
C -4.3473 3.3015 2.2528 0.004
C -3.0713 -1.3709 3.4036 -0.003
C 4.3528 -6.8384 0.3644 0.138
C 0.1024 -1.4030 1.1926 0.250
C 7.7770 -9.3133 -1.9048 0.004
C -3.3150 1.6665 5.3493 0.000
C -4.1960 3.2560 0.8747 0.000
C -2.0598 -1.8450 5.3625 0.001
C -0.1233 3.3014 -1.7615 0.018
C 0.0284 -2.6686 1.8049 -0.034
C 1.2011 -1.1285 0.3160 0.096
C 4.6209 -5.6743 -0.4260 0.171
C 6.3558 -6.8685 -1.6192 -0.015
C 0.6807 3.0039 0.6202 0.200
C 0.8688 3.7454 -0.7132 -0.011
C -3.5105 2.7202 4.5367 -0.002
H -1.5330 -2.5582 5.9857 0.000
H -2.0760 -0.2663 6.8263 0.000
H 8.5811 -8.6064 -1.7041 0.001
H 0.1459 3.6365 1.3288 -0.001
H 8.1371 -10.3278 -1.7800 0.000
H 3.9719 -0.1467 -2.1129 0.003
H -4.9508 3.6591 0.2154 0.000
H -3.3855 -1.6997 2.4190 0.002
H 0.1747 4.9275 -2.9569 0.002
H 7.3826 -9.1807 -2.9116 0.001
H 7.1221 -6.8930 -2.3795 -0.003
H 5.8253 -4.8492 -2.0265 -0.005
H 4.0209 -2.3948 -1.0713 -0.005
H -1.4458 1.7855 3.0411 -0.015
H -0.9298 3.7384 -3.5669 -0.002
H 3.5762 -6.7943 1.1144 0.005
H 4.8914 -8.8630 0.7394 -0.002
H -0.8011 -2.8772 2.4705 -0.017
H 1.6487 2.7583 1.0585 0.003
H 0.8070 4.8281 -0.5839 0.007
H 1.8613 3.5618 -1.1347 -0.001
H -5.2311 3.7474 2.6910 0.000
H -3.8006 3.6628 4.9878 0.000
H 0.9181 -4.5877 2.0352 -0.009
H -2.9099 2.5957 -0.7254 -0.004
H 2.1253 1.4092 -1.5463 -0.008
H -3.3992 1.8306 6.4175 0.000
```

As for the spin multiplicity: 6. For the HOMO energy (alpha / beta), the calculation gives -11.6 / -13.4 eV. Its HOMO-LUMO gap (alpha / beta) is 6.1 / 5.6 eV. The largest force on an atom comes out at 0.016 Eh/bohr. As for the energy above the lowest of the compared OMol25 structures with the same formula, charge and spin: 0.0 kJ/mol. The expectation value of S² is 8.81. As for the total charge: +2. The total energy comes out at -50942.770 eV.



# C30H27N4OPReS3

A structure of composition C30H27N4OPReS3 (ωB97M-V with the def2-TZVPD basis set, the Open Molecules 2025 dataset).

The geometry in XYZ format:
```
67
Properties=species:S:1:pos:R:3:mulliken_spin:R:1
Re 1.2998 -0.1695 0.3407 0.711
S 0.9778 2.0971 0.2188 -0.021
S 0.0985 -3.3228 2.6871 0.000
S 2.2099 0.0598 -1.7300 0.188
P -1.0628 -0.2846 -0.2188 0.018
O 2.0984 -2.7050 -0.1576 0.040
N -0.1602 -0.6423 3.0292 0.005
N -1.9025 -1.8988 3.7139 0.004
N 1.0535 -0.5235 2.4510 -0.022
N 3.3534 -0.2442 1.2301 -0.011
C 1.0316 -2.1452 -0.2729 0.013
C -2.4972 -2.4326 -1.4481 -0.001
C -3.3750 -0.8049 1.3221 0.001
C -1.4351 -4.5723 -1.7726 0.001
C -2.4463 2.3330 -3.7745 0.000
C 2.9339 2.1224 -3.4332 -0.004
C 1.6932 4.1391 -1.5137 -0.001
C 1.7413 2.6561 -1.2694 0.094
C -0.6385 -1.8493 3.1714 -0.004
C -3.2480 1.6700 2.5776 0.002
C -4.3805 -0.4168 2.2036 0.000
C 2.2888 1.7696 -2.1139 -0.029
C 5.7336 -0.0768 1.2156 0.005
C -1.3290 -1.9576 -0.8642 0.022
C 4.5813 -0.4612 3.2676 -0.003
C -0.2612 -4.0848 -1.2242 0.001
C 2.0905 -0.6224 3.2004 0.016
C 4.5066 -0.0667 0.5778 0.001
C -2.2507 1.2935 1.6966 -0.005
C -2.5462 -3.7453 -1.8961 0.000
C -1.6271 0.7890 -1.5942 0.006
C -2.3182 0.0547 1.0518 -0.011
C 5.7696 -0.2768 2.5849 0.003
C 3.3896 -0.4408 2.5673 -0.013
C -1.3547 1.4827 -3.8947 -0.001
C -0.9485 0.7143 -2.8139 -0.009
C -3.1359 2.4003 -2.5747 0.001
C -0.2147 -2.7690 -0.7795 -0.004
C -2.7359 1.6290 -1.4887 0.001
C -4.3206 0.8187 2.8245 -0.001
H 2.4733 4.6580 -0.9508 0.006
H -3.4531 -4.1280 -2.3486 0.000
H -5.1035 1.1195 3.5101 0.000
H -1.4165 1.9549 1.4972 0.002
H 2.2078 2.5597 -4.1242 -0.002
H -2.2254 -1.0793 4.2053 0.000
H 6.6379 0.0640 0.6409 0.000
H -3.2876 1.6924 -0.5616 -0.001
H 1.8315 4.3643 -2.5716 0.001
H -1.4878 -5.5967 -2.1198 0.000
H -0.8165 1.4137 -4.8326 0.000
H 0.7330 4.5462 -1.1935 0.003
H -5.2009 -1.0922 2.4123 0.000
H -3.4110 -1.7836 0.8644 0.000
H 4.4411 0.0778 -0.4909 0.001
H 1.9945 -0.8343 4.2572 0.001
H -0.1029 0.0458 -2.9141 -0.003
H -3.3557 -1.7810 -1.5590 0.000
H 0.6254 -4.7005 -1.1331 0.001
H -2.1613 -2.7939 4.0903 0.000
H 4.5616 -0.6234 4.3374 0.000
H 6.7134 -0.2888 3.1158 0.000
H 3.7463 2.8400 -3.3042 -0.001
H 3.3419 1.2292 -3.9037 0.002
H -3.1932 2.6296 3.0777 0.000
H -3.9947 3.0546 -2.4803 0.000
H -2.7604 2.9358 -4.6179 0.000
```

As for the spin multiplicity: 2. For the HOMO energy (alpha / beta), the calculation gives -6.9 / -6.9 eV. Its HOMO-LUMO gap (alpha / beta) is 5.7 / 5.8 eV. The largest force on an atom comes out at 0.019 Eh/bohr. As for the energy above the lowest of the compared OMol25 structures with the same formula, charge and spin: 164.9 kJ/mol. The expectation value of S² is 0.76. The total energy comes out at -83481.677 eV.



# C30H27N4SSeV

A structure of composition C30H27N4SSeV at a distorted geometry (ωB97M-V with the def2-TZVPD basis set, the Open Molecules 2025 dataset).

The geometry in XYZ format:
```
64
Properties=species:S:1:pos:R:3:mulliken_spin:R:1
Se 3.3434 0.0429 2.6174 0.002
V -0.0360 -0.2503 0.8842 1.984
S 0.2665 1.8304 3.3463 -0.012
N 1.9030 -0.2558 -0.1052 -0.047
N 5.4065 -0.2107 -2.3800 0.003
N 4.3391 0.0374 5.4685 0.001
N -0.8149 -1.5164 -0.4759 0.001
C -0.2802 -0.2772 -2.4804 -0.024
C -1.7369 -3.7241 -0.6659 -0.023
C -1.1556 -1.3359 2.2242 -0.044
C 4.2556 -0.2256 -1.6176 0.007
C -1.8829 -3.6908 3.6710 0.008
C -0.2191 -0.1978 -3.8404 0.016
C -0.8909 1.1509 0.3490 -0.605
C -0.8636 3.2761 -0.9737 -0.144
C 3.6207 -1.4255 -1.2967 0.000
C -1.6727 -3.6861 -2.0109 0.030
C -1.4917 4.1954 -1.8037 0.053
C -2.9111 2.0430 -0.8024 -0.157
C -1.7518 -3.7400 2.3010 0.002
C -1.1766 -2.5258 -2.6613 -0.004
C -1.1002 -2.4198 -4.0712 0.009
C 2.5224 0.8943 -0.4144 0.065
C -1.5516 2.1653 -0.4505 -0.054
C -1.4037 -2.5773 1.5935 0.020
C 2.4694 -1.3869 -0.5505 0.029
C 1.0637 3.2046 2.5322 -0.009
C -0.7616 -1.4563 -1.8627 0.022
C -2.8312 4.0466 -2.1463 -0.100
C -0.6290 -1.2830 -4.6550 -0.008
C -1.2877 -1.3524 3.6286 -0.008
C 3.6738 0.9553 -1.1649 -0.007
C 3.9533 0.0404 4.3741 0.000
C -1.6538 -2.4822 4.3340 0.005
C -1.4218 2.4340 3.3068 -0.021
C -1.2935 -2.6057 0.1104 -0.006
C -3.5344 2.9581 -1.6353 0.050
H 5.9376 -1.0642 -2.4016 0.000
H -4.5804 2.8231 -1.8889 0.003
H 1.9641 -2.3059 -0.2766 0.002
H -1.7337 -2.4400 5.4147 0.000
H -3.3181 4.7630 -2.7960 -0.011
H -2.1414 -4.5840 4.2262 0.001
H 0.1445 0.7140 -4.2984 0.002
H -0.9265 5.0365 -2.1904 0.003
H 4.1283 1.9172 -1.3663 -0.001
H -2.0602 1.6723 3.7551 0.001
H 4.0297 -2.3790 -1.6050 0.000
H 2.0576 1.7876 -0.0204 -0.018
H -1.9041 -4.6871 1.7968 0.001
H 5.9771 0.6145 -2.3097 0.000
H 0.9779 4.1231 3.1157 0.000
H -1.5296 3.3617 3.8742 -0.001
H -1.4288 -3.2592 -4.6738 0.000
H -2.1323 -4.5884 -0.1551 0.000
H -1.0685 -0.4528 4.1944 0.002
H 2.1167 2.9352 2.4338 0.000
H 0.6331 3.3614 1.5417 0.005
H -1.7490 2.5798 2.2777 0.011
H 0.1855 3.4007 -0.7310 -0.018
H -0.5766 -1.2031 -5.7334 0.000
H 0.0065 0.5518 -1.8482 -0.009
H -3.4642 1.1998 -0.4049 -0.007
H -2.0104 -4.5272 -2.6069 0.002
```

As for the spin multiplicity: 2. For the HOMO energy (alpha / beta), the calculation gives -3.9 / -3.7 eV. Its HOMO-LUMO gap (alpha / beta) is 6.0 / 5.7 eV. The largest force on an atom comes out at 0.043 Eh/bohr. The expectation value of S² is 1.15. As for the total charge: -1. The total energy comes out at -139377.806 eV.